Computed, not measured: a molecular structure, C5H8N2O2S, with wB97M-V/def2-TZVPD.

Values from the calculation:
- calculated total energy (eV) = -23219.279
- HOMO level (spin up / spin down) (eV) = -8.74 / -8.74
- max |F| (eV Å⁻¹) = 3.152
- ΔE to the lowest compared entry with this formula, charge and spin (kJ/mol) = 658.0
- spin multiplicity = 1
- LUMO energy (spin up / spin down) (eV) = -0.075 / -0.075
- HOMO-LUMO gap (spin up / spin down) (eV) = 8.7 / 8.7

Each line ends with the Mulliken charge.
Geometry (Å):
C (-0.091, -0.856, -0.825)  0.762
C (-0.022, -2.149, -1.181)  -1.051
C (-1.337, -0.201, -0.258)  -0.716
C (-0.829, 0.648, 0.872)  -0.670
C (-0.295, 1.968, 0.354)  -0.591
N (0.988, -0.016, -1.031)  -0.293
N (2.101, -0.288, 0.414)  0.905
O (2.175, -1.436, 0.754)  -0.519
O (2.663, 0.715, 0.761)  -0.516
S (0.901, 1.611, -0.927)  -0.035
H (0.819, -2.726, -1.367)  0.345
H (-0.810, -2.833, -1.006)  0.283
H (-1.778, 0.538, -0.814)  0.359
H (-1.997, -1.075, -0.015)  0.326
H (-1.581, 0.826, 1.669)  0.397
H (-0.066, 0.020, 1.369)  0.305
H (-1.165, 2.651, 0.078)  0.366
H (0.323, 2.604, 1.152)  0.342



Computed, not measured: 8 unconnected molecules or ions with the total composition C14H44N6O8, with wB97M-V/def2-TZVPD.

Values from the calculation:
- calculated total energy (eV) = -40552.775
- HOMO level (eV) = -9.04
- max |F| (eV Å⁻¹) = 7.232
- ΔE to the lowest compared entry with this formula, charge and spin (kJ/mol) = 169.6
- spin multiplicity = 1
- LUMO energy (eV) = 0.296
- HOMO-LUMO gap (eV) = 9.3
- SMILES = NC(N)=O.NC(N)=O.NC(N)=O.CC(C)O.CC(C)O.CC(C)O.CO.CO

Each line ends with the Mulliken charge.
Geometry (Å):
N (-4.111, -2.651, -1.930)  -0.407
C (-3.010, -2.880, -1.336)  0.784
N (-2.032, -2.635, -2.207)  -0.251
O (-2.952, -3.157, -0.151)  -0.750
H (-5.019, -2.601, -1.491)  0.222
H (-4.120, -2.529, -2.932)  0.122
H (-1.119, -2.499, -1.797)  0.096
H (-2.183, -2.498, -3.196)  0.192
N (0.369, 0.780, 4.113)  -0.239
C (0.972, 1.913, 4.389)  0.518
N (1.064, 2.627, 3.322)  -0.160
O (1.387, 2.187, 5.492)  -0.711
H (0.178, 0.127, 4.859)  0.176
H (-0.118, 0.610, 3.244)  0.256
H (0.347, 2.445, 2.634)  0.088
H (1.594, 3.485, 3.379)  0.152
N (-0.541, -3.992, 0.979)  -0.217
C (0.522, -4.053, 0.198)  0.742
N (1.535, -4.676, 0.718)  -0.398
O (0.521, -3.617, -0.946)  -0.758
H (-1.401, -3.660, 0.566)  0.086
H (-0.593, -4.363, 1.917)  0.171
H (2.411, -4.719, 0.217)  0.250
H (1.427, -5.150, 1.603)  0.148
C (-2.727, 0.774, -3.523)  -1.237
C (-1.268, 0.874, -4.007)  0.640
C (-1.154, 1.470, -5.379)  -1.389
O (-0.559, 1.666, -3.102)  -0.434
H (-2.780, 0.633, -2.444)  0.127
H (-3.321, 0.050, -4.080)  0.357
H (-3.304, 1.690, -3.657)  0.432
H (-0.849, -0.131, -3.972)  0.119
H (-0.109, 1.582, -5.668)  0.416
H (-1.765, 2.367, -5.479)  0.308
H (-1.557, 0.715, -6.053)  0.399
H (0.360, 1.592, -3.368)  0.275
C (2.661, -0.783, 1.924)  -0.922
C (3.821, -1.488, 1.329)  0.777
C (4.199, -0.821, 0.026)  -1.201
O (4.897, -1.554, 2.254)  -0.561
H (2.929, 0.224, 2.243)  0.301
H (2.130, -1.260, 2.748)  0.472
H (1.927, -0.540, 1.155)  -0.036
H (3.429, -2.485, 1.129)  -0.079
H (3.408, -0.997, -0.703)  0.291
H (5.137, -1.168, -0.408)  0.450
H (4.262, 0.262, 0.136)  0.221
H (5.725, -1.853, 1.872)  0.327
C (2.551, 2.682, -0.097)  -0.561
C (1.516, 3.787, -0.255)  0.064
C (1.473, 4.409, -1.648)  -1.170
O (0.260, 3.102, 0.085)  -0.551
H (2.498, 2.018, -0.960)  0.283
H (2.488, 2.035, 0.778)  -0.110
H (3.550, 3.077, 0.087)  0.445
H (1.685, 4.570, 0.484)  0.347
H (0.966, 3.810, -2.404)  0.160
H (2.499, 4.666, -1.910)  0.369
H (0.949, 5.353, -1.504)  0.368
H (0.131, 2.505, -0.655)  0.256
C (-4.636, -0.135, 3.452)  -0.691
O (-3.811, -0.049, 2.230)  -0.410
H (-4.251, -0.799, 4.226)  0.268
H (-4.626, 0.803, 4.005)  0.289
H (-5.690, -0.382, 3.330)  0.272
H (-2.881, -0.225, 2.389)  0.217
C (-0.938, -0.450, 0.486)  -1.011
O (-0.802, 0.626, 1.445)  -0.202
H (-0.039, -0.653, -0.097)  0.436
H (-1.194, -1.337, 1.065)  0.269
H (-1.764, -0.175, -0.170)  0.432
H (-0.550, 1.449, 1.019)  0.064



Computed, not measured: a single C14H21NO4 molecule, with wB97M-V/def2-TZVPD.

Values from the calculation:
- calculated total energy (eV) = -24541.299
- HOMO level (eV) = -9.81
- max |F| (eV Å⁻¹) = 0.618
- ΔE to the lowest compared entry with this formula, charge and spin (kJ/mol) = 8.4
- spin multiplicity = 1
- LUMO energy (eV) = 0.749
- HOMO-LUMO gap (eV) = 10.6
- SMILES = O=C(O)CCCCCN1C(=O)[C@H]2CCCC[C@H]2C1=O

Each line ends with the Mulliken charge.
Geometry (Å):
O (1.090, -0.866, -3.731)  -0.568
C (0.893, -2.051, -3.777)  0.445
O (1.824, -2.911, -4.220)  -0.472
C (-0.384, -2.757, -3.408)  -0.556
C (-1.129, -2.099, -2.246)  -0.422
C (-0.586, -2.504, -0.875)  -0.766
C (0.859, -2.084, -0.606)  -0.771
C (1.066, -0.569, -0.573)  -1.228
N (0.290, 0.058, 0.477)  0.475
C (0.678, 0.028, 1.797)  -0.007
O (1.680, -0.501, 2.203)  -0.650
C (-0.364, 0.774, 2.614)  0.350
C (0.291, 1.920, 3.390)  -1.152
C (0.880, 2.959, 2.437)  -0.665
C (-0.125, 3.420, 1.364)  -0.684
C (-1.503, 2.786, 1.537)  -1.169
C (-1.391, 1.259, 1.589)  0.367
C (-0.887, 0.735, 0.254)  0.024
O (-1.401, 0.884, -0.824)  -0.634
H (2.623, -2.435, -4.497)  0.365
H (-1.011, -2.719, -4.304)  0.366
H (-0.160, -3.804, -3.201)  0.307
H (-2.178, -2.397, -2.292)  0.365
H (-1.092, -1.015, -2.361)  0.202
H (-1.233, -2.070, -0.110)  0.345
H (-0.650, -3.591, -0.776)  0.397
H (1.173, -2.494, 0.357)  0.422
H (1.516, -2.499, -1.370)  0.394
H (0.775, -0.112, -1.520)  0.700
H (2.120, -0.357, -0.375)  0.306
H (-0.799, 0.068, 3.329)  0.263
H (1.086, 1.509, 4.015)  0.483
H (-0.449, 2.381, 4.045)  0.445
H (1.222, 3.813, 3.025)  0.418
H (1.759, 2.528, 1.956)  0.306
H (0.250, 3.161, 0.372)  0.270
H (-0.233, 4.506, 1.392)  0.462
H (-1.976, 3.148, 2.451)  0.488
H (-2.139, 3.060, 0.694)  0.497
H (-2.385, 0.837, 1.767)  0.286



Computed, not measured: a single C11H17N5 molecule, with wB97M-V/def2-TZVPD.

Values from the calculation:
- calculated total energy (eV) = -19129.528
- HOMO level (eV) = -7.67
- max |F| (eV Å⁻¹) = 5.386
- ΔE to the lowest compared entry with this formula, charge and spin (kJ/mol) = 246.3
- spin multiplicity = 1
- LUMO energy (eV) = 0.557
- HOMO-LUMO gap (eV) = 8.2
- SMILES = C[C@H]1NN[C@H]2CN[C@@H](c3cnccn3)C[C@@H]21

Each line ends with the Mulliken charge.
Geometry (Å):
C (1.260, 2.770, 1.753)  -1.407
C (1.707, 1.296, 1.591)  -0.080
N (2.079, 0.610, 2.812)  -0.375
N (1.269, -0.611, 2.834)  -0.508
C (1.051, -1.165, 1.465)  -0.213
C (0.043, -2.107, 0.822)  -0.757
N (0.256, -2.191, -0.644)  -0.387
C (0.101, -0.904, -1.497)  0.213
C (-1.295, -0.444, -1.784)  0.092
C (-2.229, -1.401, -2.276)  -0.382
N (-3.346, -1.039, -2.970)  -0.593
C (-3.704, 0.222, -2.847)  -0.152
C (-2.848, 1.162, -2.221)  -0.143
N (-1.687, 0.790, -1.672)  -0.327
C (0.995, 0.140, -0.697)  -0.973
C (0.755, 0.247, 0.847)  0.143
H (1.351, 3.265, 0.741)  0.323
H (0.236, 2.811, 2.040)  0.376
H (1.876, 3.188, 2.559)  0.438
H (2.678, 1.365, 0.997)  0.167
H (1.862, 1.330, 3.541)  0.332
H (1.682, -1.402, 3.437)  0.313
H (1.964, -1.432, 1.057)  0.422
H (-0.960, -1.739, 0.990)  0.344
H (0.280, -3.130, 1.155)  0.383
H (1.179, -2.552, -0.842)  0.313
H (0.499, -0.882, -2.536)  0.300
H (-1.884, -2.430, -2.285)  0.417
H (-4.720, 0.592, -3.221)  0.300
H (-3.133, 2.226, -2.157)  0.375
H (0.872, 1.112, -1.191)  0.361
H (2.050, -0.286, -0.945)  0.385
H (-0.240, 0.589, 1.145)  0.300